Entry 1:
C8H16N2O4 | ωB97M-V/def2-TZVPD

Results
- HOMO level: -8.5 eV
- Spin multiplicity: 1
- ΔE to the lowest compared entry with this formula, charge and spin: 299.3 kcal per mole
- HOMO-LUMO gap: 0.3074 Eh

The geometry in XYZ format:
```
30
Properties=species:S:1:pos:R:3:mulliken_charge:R:1
H -2.08473 1.35400 -1.85702 0.267
C -2.24616 1.20242 -0.78596 -0.506
H 2.63149 1.34365 -1.10495 0.472
H 1.94691 2.49260 0.14377 0.296
C 2.42951 0.40919 0.70181 -0.836
H 3.40009 0.52880 0.70563 0.662
C 2.39204 -1.18143 0.17581 -0.576
H -3.05126 2.16329 -0.44866 0.293
C 0.97985 -1.54469 0.50904 0.489
H -0.60724 -1.82315 -1.58326 0.332
H -1.42491 0.10438 2.69138 0.405
H 0.75740 1.25475 -2.09201 0.426
H 1.94695 0.48397 1.80918 0.236
H 0.51454 -0.21155 -1.06251 -0.355
N -2.26908 -0.70184 1.16259 -0.089
H 3.06825 -2.06946 0.58940 0.338
H -1.43747 -1.72468 0.12754 0.494
H 2.42657 -1.10349 -0.88107 0.345
H -0.45995 2.68111 -0.17166 0.367
O -2.76948 -1.12587 -1.22488 -0.577
O -0.13925 -2.61868 -1.33789 -0.383
C 1.88043 1.51736 -0.42631 -0.943
H -2.75894 -1.57293 1.45502 0.282
N 0.00453 -2.49914 0.07343 -0.554
C -0.77417 1.53917 -0.25281 -0.670
C -2.40324 -0.24756 -0.34253 0.276
C 0.57004 0.99089 -1.01856 0.240
O -2.35155 0.20544 2.13968 -0.442
H -0.62877 1.17010 0.87906 0.145
O 0.45759 -1.01665 1.42677 -0.435
```


Entry 2:
C4H4N2O | ωB97M-V/def2-TZVPD

Results
- SMILES: C1=NC1.N#CC=O
- HOMO level: -10.5 eV
- Spin multiplicity: 1
- ΔE to the lowest compared entry with this formula, charge and spin: 89.8 kcal per mole
- HOMO-LUMO gap: 0.3457 Eh

The geometry in XYZ format:
```
11
Properties=species:S:1:pos:R:3:mulliken_charge:R:1
C 0.32819 1.57493 -0.53237 -0.035
C -0.21594 -1.37694 -0.31145 0.066
N -2.20981 2.24126 -0.27197 -0.295
H 0.66907 1.46892 -1.57627 0.344
C 0.55052 -1.39863 0.90924 -0.402
H 0.12062 -1.03308 1.84030 0.252
C -1.09546 1.94644 -0.37629 0.339
N -0.19616 -2.52261 0.19162 -0.468
H -0.63016 -0.85648 -1.16949 0.313
O 1.04098 1.39119 0.41651 -0.358
H 1.63814 -1.43502 0.88017 0.244
```


Entry 3:
C16H43N5NbO5 | ωB97M-V/def2-TZVPD

Results
- HOMO level: -4.5 eV
- Spin multiplicity: 1
- HOMO-LUMO gap: 0.2468 Eh
- Total charge: -1

The geometry in XYZ format:
```
70
Properties=species:S:1:pos:R:3:mulliken_charge:R:1
H -1.85740 -5.72037 -3.55823 0.218
C -1.14617 -4.89215 -3.36763 0.087
H 0.04229 5.59256 2.63338 0.449
H -4.61875 -4.54520 -2.16007 0.247
H -0.98709 3.02440 0.13156 0.241
H 3.51120 5.48537 4.43316 0.250
H -3.10887 0.30296 0.66936 0.273
H 0.17634 4.64092 5.84023 0.274
H -1.69170 0.61348 1.73814 0.306
C -4.81041 -4.37526 -1.10138 -0.851
N -4.48719 -5.57467 -0.34550 0.129
H -0.71226 -6.64052 -5.16411 0.296
C 4.01476 2.79559 -3.47686 -0.959
H -2.51819 -5.16368 0.23255 0.288
N 2.21293 4.83228 5.94214 0.133
N -0.06127 -4.92408 -4.17744 0.152
O 0.91431 1.61851 1.53016 -0.504
H 1.04716 -6.50365 -4.98743 0.321
C 1.02202 5.24247 5.46674 0.169
H 2.95324 2.93131 6.41053 0.346
H -1.59386 4.44535 1.01899 0.388
H 3.99553 3.86740 -3.26986 0.278
N 2.92856 2.13144 -2.78579 0.134
H -2.03290 -2.28296 -0.74417 0.272
H -3.32473 -6.45178 1.15547 0.308
O 3.68925 2.83876 -0.77112 -0.681
C -2.19237 -0.10584 1.09932 -1.351
O -1.32997 -4.04808 -2.52211 -0.503
H -1.96014 0.00305 -1.88500 -0.041
H 2.78814 4.03778 7.79193 0.345
H -3.75399 -4.75254 1.43510 0.306
H 0.22141 0.59446 -0.65138 0.223
H 2.01799 1.68521 -0.99579 -0.143
H 1.33722 -3.89608 -2.99923 0.286
C 0.12608 -5.94627 -5.18003 -0.926
C 1.93579 1.39846 -3.55370 -0.571
H 3.91693 2.63161 -4.54768 0.376
H -4.79364 -7.55621 0.02526 0.257
O 0.87076 6.16790 4.69271 -0.623
C 2.33285 3.71249 6.85357 -0.940
H 0.23643 -1.80919 0.45218 -0.060
H 0.48845 -2.89968 -4.17240 0.246
C -3.46204 -5.48237 0.67813 -0.850
N 0.30866 3.80723 1.58402 0.240
H 4.28143 5.08604 5.98372 0.388
H -5.86433 -4.12204 -0.97558 0.319
H 0.01065 -1.53031 -2.06056 0.063
C 0.93864 -3.87940 -4.01364 -0.898
C 3.40963 5.53739 5.51738 -0.920
H 0.18985 -5.49621 -6.17467 0.322
H 1.43213 2.07559 -4.24876 0.311
H -2.49089 -0.99145 1.65957 0.424
H 2.16342 3.11186 2.11162 0.298
H 0.60294 5.78550 0.95830 0.365
C -1.03271 3.51698 1.10389 -0.859
H 2.41193 0.59390 -4.11929 0.318
H 1.74539 -4.03551 -4.72822 0.361
H -1.54379 2.84581 1.79369 0.246
O -5.99626 -6.85975 -1.46034 -0.620
C 0.68784 5.17809 1.86482 -1.069
H 3.34651 6.58832 5.80242 0.303
C 1.17026 2.78232 1.75442 0.029
H 4.97511 2.40460 -3.13547 0.280
H -4.18618 -3.56117 -0.74603 0.273
C -5.12976 -6.71857 -0.61276 0.129
H 1.34965 3.29873 7.06517 0.287
C 2.87288 2.22021 -1.43942 0.544
Nb -0.90637 -0.84430 -0.63129 -0.941
H 1.20056 0.96956 -2.88137 0.005
H 1.71609 5.21339 2.21466 0.207
```


Entry 4:
C12H16N2O4 | ωB97M-V/def2-TZVPD

Results
- SMILES: C[C@H](NC(=O)[C@@H](N)Cc1ccc(O)cc1)C(=O)O
- HOMO level: -8.5 eV
- Spin multiplicity: 1
- ΔE to the lowest compared entry with this formula, charge and spin: 38.7 kcal per mole
- HOMO-LUMO gap: 0.3191 Eh

The geometry in XYZ format:
```
34
Properties=species:S:1:pos:R:3:mulliken_charge:R:1
O -4.76622 0.59725 -0.40001 -0.506
C 1.67571 0.46093 -0.56180 0.116
C 4.04487 0.61152 -0.36048 -0.701
H 0.34068 1.85963 -1.49182 0.495
H -3.34119 -2.52933 -0.78718 0.423
H 2.71722 2.08830 -1.26537 0.403
N 0.03400 2.31527 1.17681 -0.728
C 2.97378 -1.41597 0.46781 -0.976
O -0.16273 -0.09237 2.32788 -0.572
H 0.85181 1.80810 1.59747 0.357
H -0.54024 2.59152 1.98190 0.330
H -2.14007 -1.44589 1.42836 0.378
O 5.25226 -1.27740 0.67305 -0.541
H 0.82459 -1.25247 0.15643 0.460
C 1.77628 -0.82639 0.07151 -0.164
H -4.38394 0.92456 -1.22842 0.365
C 4.11927 -0.66040 0.20840 0.860
O -4.28499 -0.66057 1.39365 -0.525
H -1.57052 1.67129 0.00545 0.402
N -1.65972 -0.90260 0.72614 -0.037
H 3.07666 -2.38502 0.89572 0.470
C -0.80289 0.02440 1.31833 -0.017
H 4.92092 1.18044 -0.69792 0.297
C 2.81395 1.18326 -0.71509 -0.493
C 0.26453 0.95429 -0.90436 -0.782
C -3.94512 -0.19887 0.35343 0.632
H -1.98141 -2.11723 -1.64591 0.436
C -2.89517 -1.67425 -1.26483 -1.806
C -0.56219 1.29274 0.39047 0.021
H -3.53631 -1.36984 -2.09997 0.300
H -0.25346 0.11708 -1.44868 0.255
H 5.94334 -0.57839 0.76613 0.306
H -2.22173 0.30276 -0.79164 0.108
C -2.58194 -0.59635 -0.27545 0.432
```


Entry 5:
C26H61F5O9S | ωB97M-V/def2-TZVPD

Results
- HOMO level: -9.5 eV
- Spin multiplicity: 1
- HOMO-LUMO gap: 0.3403 Eh

The geometry in XYZ format:
```
102
Properties=species:S:1:pos:R:3:mulliken_charge:R:1
H 4.34087 3.16395 -2.69731 0.287
H 0.34599 -0.61554 1.80174 0.317
F 3.03200 0.94416 -0.57109 -0.234
O 7.47225 1.78252 1.06810 -0.497
C 0.49993 -6.49439 -2.68606 -1.205
H 9.32748 -0.70429 0.58553 0.379
H 7.25246 -2.02804 -3.83185 0.263
H 1.77133 -5.46734 -5.48948 0.274
H 0.01197 -6.55997 -3.66290 0.268
O -9.10437 4.84347 3.26949 -0.355
H -6.37430 -2.36391 4.03053 0.387
H 0.27115 1.72259 1.04434 0.355
H 3.17846 4.82861 -4.56901 0.262
H 1.26708 1.59574 2.51485 0.235
H -10.51352 4.86989 4.72946 0.326
H -5.30041 -0.99066 3.67053 0.129
O 7.92774 -3.64756 -1.65759 -0.460
H -6.63756 5.79110 3.87015 0.278
H 2.29437 2.72578 -3.46207 0.110
H -7.04449 1.18267 3.00241 0.259
H -10.31729 7.33704 2.92712 0.256
F 4.41746 1.65079 1.26677 -0.237
C 8.21127 -1.86216 -3.33262 -0.814
C -7.21494 6.42084 3.18488 -1.049
H 1.41091 4.79670 -4.57276 0.403
F 4.31466 -1.43336 -1.00490 -0.282
H 6.02390 2.74842 -3.04436 0.452
C 6.50246 -5.08858 -3.05661 -0.976
H 4.79936 1.46906 -2.86440 0.195
H 7.05984 -5.97611 -2.73859 0.303
O 2.73448 -7.15586 -3.48260 -0.417
H 2.32296 4.39506 -6.04830 0.275
H -2.69579 0.97975 3.37097 0.271
C -6.33506 -1.28073 3.88238 -0.880
C -0.28129 0.09234 2.35247 -0.333
C 2.35865 -7.45365 -4.82442 -0.314
C 4.98507 2.47614 -3.25279 -0.888
O -6.73860 0.86047 5.03025 -0.445
C 0.25317 1.49588 2.11514 -1.039
H -3.02534 1.05569 5.10629 0.469
H 6.11547 -4.35738 -1.08600 0.355
H -0.59104 1.49464 4.68975 0.315
H 1.39835 2.36313 -4.92445 0.356
O 6.13370 0.01716 -0.43851 -0.197
O 8.85015 -0.08764 -0.07235 -0.440
H 3.04029 -8.23565 -5.17330 0.320
O 3.40208 2.09478 -5.10047 -0.434
C 4.94412 -0.64505 0.11867 0.498
H 1.35338 -7.88509 -4.85021 0.320
C -10.86277 6.55878 3.46825 -1.059
H -0.36697 2.25129 2.60591 0.365
H -6.25233 -0.86619 5.97738 0.350
C 2.31383 2.83242 -4.55093 -0.100
H -9.21202 0.22037 3.89941 0.351
H -6.92886 -1.04255 2.99507 0.287
H 8.91411 -1.47724 -4.07841 0.430
C 2.30545 4.29728 -4.95840 -1.076
H 3.47711 -5.83957 -5.73428 0.236
C 2.46865 -6.26369 -5.76452 -0.990
F 2.89489 -0.19915 1.62752 -0.235
C -9.91695 5.59487 4.16698 -0.342
H 2.40015 -6.05384 -1.81267 0.369
H -6.52573 6.91055 2.49067 0.389
H 6.03205 -3.10694 -2.31142 0.074
H -11.48493 6.02948 2.73988 0.299
H 9.72500 -2.92903 -2.26709 0.334
C 8.74619 -3.14127 -2.70840 -0.374
H 6.92379 -4.76389 -4.01248 0.270
O -0.24234 -0.30819 3.71938 -0.424
C -6.85124 -0.55684 5.11373 -0.364
H -9.29234 6.11608 4.89880 0.309
H -7.88370 -0.84487 5.33676 0.311
H -11.51362 7.05222 4.19713 0.388
C -8.23315 5.58895 2.42469 -0.401
C 3.80094 0.45981 0.63584 0.840
C 1.97388 -6.15235 -2.81710 -0.237
H 2.24255 -6.56561 -6.79217 0.381
H 0.37185 -7.46305 -2.19126 0.299
H -7.25137 2.56650 4.05841 0.085
C 6.59130 -3.99676 -2.00460 -0.004
C 4.71022 2.53200 -4.74544 -0.501
H -7.69728 4.85867 1.80841 0.330
C -2.48582 0.50191 4.33234 -0.900
H 2.11178 -5.18243 -3.30589 0.305
C -8.95299 1.27473 4.03093 -0.986
H -0.02029 -5.72897 -2.10275 0.398
H -9.35029 1.59012 5.00069 0.254
H 5.41123 1.86171 -5.25493 0.334
H -1.29446 -0.01658 1.95373 0.306
H -8.81172 6.20941 1.73262 0.372
H 8.05279 -1.09595 -2.56740 0.070
H -7.69582 7.19946 3.78417 0.268
H 5.45950 -5.37021 -3.22893 0.208
H -9.45480 1.84308 3.24130 0.326
H -2.88447 -0.51708 4.28459 0.234
C -0.99758 0.47958 4.63451 -0.531
H 8.90943 -3.91231 -3.46748 0.315
H -0.84890 0.03452 5.62451 0.359
H 4.89863 3.53418 -5.14397 0.315
S 7.35055 0.26294 0.72969 0.670
F 5.22556 -1.62560 1.20021 -0.257
C -7.44958 1.49375 3.97013 -0.070
```


> Number 3 is which compound?

C16H43N5NbO5